No. 1
This record from OMol25 describes C47H47N5P2STi as an isolated structure. The level of theory is ωB97M-V/def2-TZVPD.

Summary:
Total charge   +2
Kohn-Sham gap (alpha / beta)   6.200 / 6.816 eV
Energy relative to the best compared isomer or geometry (same formula, charge and spin)   472.62 kJ/mol
Multiplicity   3
⟨S²⟩   2.057
Lowest unoccupied orbital energy (alpha / beta)   -5.68 / -5.64 eV

Each line ends with the Mulliken spin population.
Cartesian coordinates (Å):
C1 -2.11 3.71 -3.13  0.34
H1 0.13 1.33 2.29  -0.01
C2 -0.70 1.08 2.94  0.10
H2 5.21 1.99 -0.46  0.00
H3 -2.59 -1.82 0.03  0.00
C3 -1.66 4.97 -2.63  -0.07
H4 -0.52 -3.75 -0.43  0.00
P1 -2.10 0.59 0.58  0.00
H5 -2.94 3.76 -3.82  0.00
H6 -3.97 0.22 2.97  0.00
C4 0.78 0.78 -4.47  0.02
H7 3.98 2.11 -2.12  0.00
S1 1.68 -2.14 -0.51  0.01
H8 0.48 1.58 4.66  0.00
C5 0.59 4.24 -1.71  0.00
H9 -6.89 -0.61 0.64  0.00
C6 2.85 -1.53 3.99  0.00
H10 0.56 1.82 -4.27  0.02
C7 0.77 -1.52 -3.79  0.00
H11 3.96 -5.82 1.40  0.00
N1 3.29 -4.11 0.34  0.00
C8 0.26 -1.99 3.30  0.01
C9 -2.78 0.66 4.69  0.00
C10 -0.68 2.02 -1.94  0.31
C11 -1.17 -2.32 2.98  0.01
C12 -1.79 -1.10 -0.14  -0.03
C13 -0.24 -4.70 0.03  0.00
H12 3.82 -6.04 -0.35  0.00
H13 -2.50 -0.29 -2.05  0.00
C14 4.64 1.32 0.18  0.00
H14 -3.61 0.53 5.38  0.00
H15 1.61 -6.80 0.08  0.00
H16 1.55 1.18 -6.43  0.00
H17 -0.86 -1.53 0.23  0.02
C15 -1.53 1.03 5.18  0.00
C16 1.34 3.99 -3.00  0.03
H18 -1.47 -1.71 -2.22  0.00
H19 -0.30 6.27 -1.71  -0.01
C17 -0.86 3.55 0.15  0.10
C18 2.97 2.46 -1.97  -0.04
P2 -0.13 0.28 -1.85  -0.03
Ti1 0.63 0.50 0.54  1.04
C19 2.07 -2.28 4.85  0.00
H20 1.61 -6.13 1.71  0.00
H21 -1.82 -2.00 3.79  0.00
H22 -1.87 3.73 -0.21  -0.02
H23 0.99 4.52 -3.88  0.01
C20 1.34 0.42 -5.69  0.00
H24 -1.27 -3.41 2.89  0.00
H25 -1.51 -1.87 2.06  -0.01
C21 2.42 2.09 -0.80  0.03
H26 -5.92 3.22 -1.02  0.00
H27 0.56 -2.29 -3.06  0.00
H28 -7.61 1.54 -0.35  0.00
C22 2.42 3.22 -3.07  0.02
C23 4.54 -0.27 1.97  0.00
C24 5.28 0.53 1.10  0.00
H29 3.88 -1.30 4.25  0.00
C25 -5.61 2.29 -0.57  -0.01
C26 -4.26 2.04 -0.35  0.01
C27 -1.93 0.65 2.42  -0.07
H30 1.51 -2.93 -5.23  0.00
C28 0.51 -0.18 -3.50  0.02
H31 -0.45 4.50 0.49  -0.02
C29 -0.51 5.24 -1.97  0.29
C30 3.26 1.28 0.11  0.06
H32 -1.38 1.17 6.24  0.00
H33 2.95 3.15 -4.01  0.00
N2 1.00 -1.23 2.49  -0.01
C31 -6.56 1.34 -0.20  0.00
H34 -0.56 -5.52 -0.62  0.00
N3 1.11 2.18 -0.29  -0.03
C32 -1.61 2.42 -2.86  -0.03
C33 1.32 -1.88 -5.01  0.00
C34 2.30 -1.04 2.82  0.00
H35 6.36 0.54 1.18  0.00
H36 4.08 -3.55 0.07  0.00
C35 1.89 -5.94 0.67  0.00
C36 3.17 -0.26 1.89  0.00
C37 -2.98 0.48 3.33  0.00
H37 -4.51 -1.06 1.03  0.00
N4 1.20 -4.73 0.18  0.00
H38 2.06 -1.19 -6.90  0.00
H39 -2.30 5.82 -2.86  0.01
H40 -2.05 1.63 -3.47  0.00
C38 -6.16 0.13 0.36  0.00
C39 0.04 2.97 -0.97  -0.01
C40 3.37 -5.57 0.52  0.00
H41 0.12 -3.14 5.10  0.00
C41 -1.62 -0.80 -1.65  0.01
C42 -4.81 -0.12 0.58  0.00
H42 -3.53 2.77 -0.64  -0.01
H43 1.30 4.68 -1.01  -0.01
H44 2.47 -2.65 5.78  0.00
C43 0.77 -2.53 4.48  0.00
C44 2.04 -3.71 0.03  0.01
N5 2.55 0.50 0.96  -0.05
H45 5.04 -0.90 2.69  0.00
C45 -0.48 1.25 4.29  0.00
H46 -0.74 -4.80 0.99  0.00
H47 -0.91 2.90 1.02  0.01
C46 1.62 -0.91 -5.96  0.00
C47 -3.86 0.84 0.24  -0.01

=====

No. 2
This record from OMol25 describes a 2-piece molecular cluster, C4H13NS overall. The level of theory is ωB97M-V/def2-TZVPD.

Summary:
Structure (SMILES)   CCS.CNC
Kohn-Sham gap   9.572 eV
Energy relative to the best compared isomer or geometry (same formula, charge and spin)   233.40 kJ/mol
Lowest unoccupied orbital energy   0.72 eV

Each line ends with the Mulliken charge.
Cartesian coordinates (Å):
H1 -3.96 0.80 3.34  0.26
H2 1.93 -2.83 -0.97  0.25
H3 -5.42 1.26 0.85  0.24
H4 1.18 -0.65 -1.63  0.23
H5 -2.06 0.92 2.14  0.26
N1 -4.13 0.47 2.42  -0.36
H6 -5.43 2.10 2.43  0.33
H7 2.67 -1.93 0.36  0.26
C1 -2.88 0.26 1.77  -0.75
S1 3.51 0.08 -2.18  -0.29
H8 3.67 -2.41 -1.09  0.29
H9 4.67 0.28 -1.47  0.13
C2 -4.81 1.59 1.70  -0.79
H10 -2.23 -0.61 1.87  0.26
C3 2.66 -2.03 -0.71  -0.83
H11 2.00 0.07 -0.15  0.33
C4 2.19 -0.55 -1.05  -0.37
H12 -3.94 2.29 1.24  0.29
H13 -3.20 0.52 0.68  0.26

=====

No. 3
This record from OMol25 describes one molecule with the formula C20H17ClFN5O. The level of theory is ωB97M-V/def2-TZVPD.

Summary:
Structure (SMILES)   CN(C)c1ccnc(-n2cccc2/C=N/OCc2ccc(F)cc2Cl)c1C#N
Kohn-Sham gap   8.354 eV
Energy relative to the best compared isomer or geometry (same formula, charge and spin)   0.00 kJ/mol
Lowest unoccupied orbital energy   0.35 eV

Each line ends with the Mulliken charge.
Cartesian coordinates (Å):
H1 -4.34 -0.20 -0.64  0.44
C1 -3.67 3.00 -0.29  -0.62
H2 0.95 -0.03 2.55  0.33
C2 1.63 -0.15 1.73  -0.24
H3 -5.69 2.12 -0.48  0.47
Cl1 3.68 2.20 -0.76  -0.22
H4 -1.06 4.06 -0.23  0.39
H5 2.70 2.99 1.70  0.49
C3 3.02 0.82 0.04  0.73
N1 -2.62 1.03 -0.39  0.38
C4 -4.63 1.99 -0.43  -0.90
H6 4.03 -0.56 -1.26  0.48
N2 -0.73 0.42 -1.56  -0.44
H7 0.90 -0.17 -2.62  0.43
H8 0.11 -5.24 0.35  0.45
C5 3.36 -0.44 -0.42  -0.76
C6 2.17 0.99 1.13  0.26
C7 0.16 -0.50 -1.90  -1.21
C8 -2.07 -4.01 0.58  -1.32
O1 0.95 3.06 0.77  -0.25
H9 -2.17 -5.07 0.32  0.43
C9 -3.96 0.80 -0.49  -0.25
C10 2.83 -1.54 0.22  0.51
H10 -0.03 -4.89 -1.38  0.32
H11 0.85 -2.50 -1.86  0.62
H12 -3.85 4.05 -0.19  0.48
C11 -0.82 -2.20 -0.51  0.31
C12 1.81 2.36 1.64  -1.27
N3 -0.22 2.34 0.55  -0.11
H13 -2.02 -3.92 1.66  0.34
N4 -0.89 -3.48 -0.07  0.33
C13 0.14 -1.80 -1.46  -0.14
C14 -1.16 3.00 0.00  -0.52
C15 0.13 -4.45 -0.39  -1.23
H14 1.55 -2.29 1.76  0.40
C16 -1.64 0.08 -0.67  0.76
C17 -2.57 -1.32 1.05  -0.45
H15 1.12 -4.00 -0.37  0.39
C18 -2.43 2.39 -0.27  0.21
C19 -1.70 -1.18 -0.06  0.56
F1 3.16 -2.77 -0.22  -0.44
H16 -2.96 -3.50 0.23  0.48
N5 -3.23 -1.34 1.98  -0.64
H17 1.35 2.27 2.63  0.39
C20 1.96 -1.42 1.29  -0.38

=====

No. 4
This record from OMol25 describes a 2-piece molecular cluster, C4H11NO overall. The level of theory is ωB97M-V/def2-TZVPD.

Summary:
Structure (SMILES)   C=CNCC.O
Kohn-Sham gap   9.907 eV
Energy relative to the best compared isomer or geometry (same formula, charge and spin)   266.42 kJ/mol
Lowest unoccupied orbital energy   1.05 eV

Each line ends with the Mulliken charge.
Cartesian coordinates (Å):
H1 4.28 5.69 0.16  0.32
H2 0.24 -2.36 -0.25  0.26
C1 -1.34 -1.97 0.92  -0.33
N1 -0.39 -1.58 -0.14  -0.38
C2 -0.54 -1.05 -1.45  -0.09
H3 -1.28 -2.86 -2.37  0.27
H4 -0.63 -0.25 2.05  0.31
H5 -0.26 -0.08 -1.85  0.31
H6 -0.43 -1.74 2.84  0.30
H7 3.35 5.83 1.28  0.32
H8 -1.10 -3.01 1.19  0.26
C3 -1.15 -1.19 2.24  -1.03
H9 -2.09 -0.88 2.69  0.29
H10 -0.70 -1.59 -3.48  0.28
O1 3.52 6.22 0.42  -0.63
C4 -1.00 -1.81 -2.46  -0.80
H11 -2.35 -2.05 0.53  0.35

=====

No. 5
This record from OMol25 describes a 2-piece molecular cluster, C9H14 overall. The level of theory is ωB97M-V/def2-TZVPD.

Summary:
Structure (SMILES)   Cc1ccccc1.CC
Kohn-Sham gap   9.996 eV
Energy relative to the best compared isomer or geometry (same formula, charge and spin)   92.28 kJ/mol
Lowest unoccupied orbital energy   1.02 eV

Each line ends with the Mulliken charge.
Cartesian coordinates (Å):
H1 -1.49 2.76 0.86  0.36
H2 2.03 -2.23 0.41  0.25
H3 0.14 -3.88 2.17  0.32
H4 -1.18 -1.44 -0.22  0.58
H5 1.52 -3.77 -0.08  0.28
H6 0.52 4.03 -1.77  0.33
C1 -1.61 0.55 0.40  -0.52
C2 -0.22 3.74 -0.98  -1.54
H7 -2.16 0.32 1.31  0.32
C3 0.21 1.30 -1.54  -0.32
H8 0.40 -2.10 2.37  0.28
C4 0.39 -2.92 1.70  -0.60
C5 -1.37 1.91 0.21  -0.46
C6 1.66 -3.17 0.84  -0.87
H9 -1.09 4.35 -1.18  0.34
C7 0.02 -0.07 -1.33  -0.62
H10 0.60 -0.75 -1.93  0.44
C8 -0.43 2.26 -0.80  0.94
H11 0.22 4.29 -0.13  0.34
H12 2.42 -3.70 1.41  0.31
H13 -0.43 -2.78 1.01  0.06
C9 -0.99 -0.39 -0.42  -0.52
H14 0.86 1.69 -2.33  0.29

=====

No. 6
This record from OMol25 describes C10H5BrCoNO5 as an isolated structure. The level of theory is ωB97M-V/def2-TZVPD.

Summary:
Total charge   +2
Kohn-Sham gap (alpha / beta)   6.742 / 6.116 eV
Multiplicity   5
⟨S²⟩   6.053
Lowest unoccupied orbital energy (alpha / beta)   -8.17 / -12.46 eV

Each line ends with the Mulliken spin population.
Cartesian coordinates (Å):
O1 3.17 -0.24 0.74  -0.01
C1 -0.25 0.97 -1.57  0.31
Co1 0.03 0.64 0.22  1.69
H1 -0.46 -3.24 -4.16  0.00
C2 -0.49 -0.63 1.28  0.07
C3 0.95 -2.72 -0.62  0.22
C4 -0.06 2.08 1.25  -0.05
H2 0.84 -5.15 -3.02  0.00
O2 -0.28 1.17 -2.75  0.20
C5 0.66 -4.20 -2.53  0.02
C6 2.11 0.10 0.47  0.10
C7 -1.41 0.24 -0.77  0.34
N1 0.29 -1.76 -1.25  -0.01
Br1 2.15 -5.31 -0.33  0.41
C8 -0.03 -3.16 -3.17  0.01
C9 -0.18 -1.95 -2.48  0.22
O3 -2.50 -0.11 -1.07  0.30
C10 1.17 -3.97 -1.25  0.18
O4 -0.14 3.03 1.91  0.00
H3 0.73 1.49 -0.65  -0.05
O5 -0.81 -1.51 1.95  0.03
H4 1.34 -2.55 0.38  0.00
H5 -0.70 -1.13 -2.97  0.01

=====

Number 1: strongest force on any atom 0.0471 hartree/bohr, total energy -109467.5474 eV. Number 2: strongest force on any atom 0.0621 hartree/bohr, total energy -16681.6713 eV. Number 3: strongest force on any atom 0.0238 hartree/bohr, total energy -45751.6910 eV. Number 4: strongest force on any atom 0.0579 hartree/bohr, total energy -7861.7923 eV. Number 5: strongest force on any atom 0.0555 hartree/bohr, total energy -9559.2250 eV. Number 6: strongest force on any atom 0.1573 hartree/bohr, total energy -129822.0244 eV.